DFT (ωB97M-V/def2-TZVPD) results for 3 unconnected molecules or ions with the total composition C4H11NO2 at a distorted geometry.

Geometry (Å):
N  1.28  -0.21  -0.75
H  1.24  -1.70  1.74
C  -0.81  0.64  -1.51
H  1.15  1.57  0.31
H  -1.86  -0.70  1.74
O  1.90  -1.30  2.32
H  -2.79  -0.15  -1.06
H  2.82  0.99  -0.24
H  -0.48  -1.33  -0.71
O  -1.25  0.06  1.72
H  2.12  -0.51  1.82
C  -0.12  -0.33  -0.93
C  -2.30  0.51  -1.76
H  -1.86  0.68  2.15
H  -2.77  1.48  -1.86
C  1.75  0.83  -0.23
H  -0.48  1.67  -1.61
H  -2.51  -0.08  -2.67

As for the energy: -364.169729 Eh. The SMILES is C=N/C=C/C.O.O. The gap between HOMO and LUMO is 9.26 eV. The HOMO energy comes out at -0.321 Ha. As for the largest force on an atom: 1.97 eV Å⁻¹. The calculation puts the LUMO energy at 0.0193 Ha.